1.
The following is a DFT calculation (the ωB97M-V functional and the def2-TZVPD basis) of C6H9NO in the gas phase.

Element x y z (Å)
C: 1.7437 -1.7021 -0.0021
C: -2.8684 0.0524 -0.0867
C: 0.6718 -0.6642 -0.0883
C: -1.4135 0.2343 0.0730
C: 0.7875 0.7078 0.0119
N: 1.9434 1.4668 -0.1084
C: -0.5399 1.2561 0.1254
O: -0.6125 -1.0401 -0.0687
H: 1.9074 2.3593 0.3623
H: 2.8207 0.9676 -0.1003
H: -0.7648 2.3008 0.2463
H: 1.2991 -2.6456 0.3056
H: 2.2144 -1.8478 -0.9760
H: 2.5190 -1.4153 0.7082
H: -3.3719 1.0147 -0.1476
H: -3.0651 -0.5154 -0.9980
H: -3.2708 -0.5294 0.7433

Properties
* orbital gap: 8.07 eV
* total energy: -9904.723 eV
* ΔE to the lowest compared entry with this formula, charge and spin: 85.04 kJ/mol
* multiplicity: 1
* structure (SMILES): Cc1cc(N)c(C)o1



2.
The following is a DFT calculation (the ωB97M-V functional and the def2-TZVPD basis) of 2 unconnected molecules or ions with the total composition C4H6F3N3OS.

Element x y z (Å)
C: 0.7051 0.9566 -0.0776
C: -0.9889 -0.6027 0.8672
C: -0.2308 1.5395 0.6027
C: 2.3960 -0.7435 -0.1102
N: -0.8081 -0.8519 1.9851
N: 1.8697 0.3905 0.4483
N: -3.0224 -0.3178 -0.6924
O: -0.8242 -0.7759 -1.9505
F: 0.1035 1.9423 1.9418
F: 1.4901 -1.7211 -0.4470
F: 2.9278 -0.4611 -1.3190
S: -1.5786 -1.2354 -0.7610
H: 0.5393 0.5500 -1.0552
H: -1.1204 1.9026 0.1496
H: 3.1710 -1.1681 0.5330
H: 2.3437 0.6176 1.3140
H: -3.8635 -0.5253 -0.1309
H: -3.1093 0.5037 -1.2978

Properties
* orbital gap: 9.25 eV
* total energy: -29746.939 eV
* ΔE to the lowest compared entry with this formula, charge and spin: 121.39 kJ/mol
* multiplicity: 1



3.
The following is a DFT calculation (the ωB97M-V functional and the def2-TZVPD basis) of C5H8N2 in the gas phase.

Element x y z (Å)
C: 2.2954 -0.5538 0.0322
C: 0.9014 -0.1929 0.3614
C: -0.1552 -0.8168 -0.2741
C: -1.2514 0.0770 -0.2184
N: -2.5218 -0.1984 -0.7480
C: -0.8201 1.2271 0.3948
N: 0.5303 1.0630 0.6925
H: 3.1076 0.1175 0.3650
H: 2.5723 -1.6090 0.1462
H: 1.7131 -0.3611 -0.9776
H: -0.1007 -1.7923 -0.7536
H: -3.2269 0.4090 -0.3536
H: -2.7814 -1.1636 -0.5807
H: -1.3344 2.1479 0.6062
H: 1.0718 1.6466 1.3078

Properties
* orbital gap: 8.18 eV
* total energy: -8293.076 eV
* ΔE to the lowest compared entry with this formula, charge and spin: 185.32 kJ/mol
* multiplicity: 1
* structure (SMILES): Cc1cc(N)c[nH]1



4.
The following is a DFT calculation (the ωB97M-V functional and the def2-TZVPD basis) of C5H5IN4S2 in the gas phase.

Element x y z (Å)
S: -3.9727 2.1248 -1.0505
I: 1.1208 -2.3301 -1.6106
N: 3.6137 -1.0329 1.8125
N: -0.8439 0.2203 0.1695
S: 2.4180 0.0451 2.3755
C: -2.5039 1.3416 -1.0556
C: 3.2737 -1.7647 0.7837
C: 1.8512 -1.4033 0.3412
C: 1.2513 -0.4770 1.1591
C: -0.0059 0.1203 1.1874
N: -1.9440 1.0105 -2.2231
N: -1.9795 0.9531 0.1509
H: 3.9865 -2.4850 0.3285
H: -0.1908 0.8461 1.9650
H: -1.1575 0.3085 -2.3004
H: -2.5156 1.2526 -3.0386
H: -2.4013 1.2702 1.0054

Properties
* orbital gap: 7.44 eV
* total energy: -40995.443 eV
* ΔE to the lowest compared entry with this formula, charge and spin: 48.46 kJ/mol
* multiplicity: 1
* structure (SMILES): NC(=S)N/N=C/c1sncc1I